{"formula": "C42H54Cl14O18", "method": "the ωB97M-V functional and the def2-TZVPD basis", "total_charge": -1, "total_energy_ha": -9429.747760, "spin_multiplicity": 2, "e_homo_ev": [-3.24, -5.52], "lumo_energy_ev": [-0.10, -0.10], "s2": 0.770, "largest_force_ha_per_bohr": 0.121, "symbols": ["Cl", "C", "C", "Cl", "H", "H", "H", "H", "Cl", "C", "C", "Cl", "H", "H", "H", "H", "Cl", "C", "C", "Cl", "H", "H", "H", "H", "Cl", "C", "C", "Cl", "H", "H", "H", "H", "Cl", "C", "C", "Cl", "H", "H", "H", "H", "Cl", "C", "C", "Cl", "H", "H", "H", "H", "Cl", "C", "C", "Cl", "H", "H", "H", "H", "C", "O", "C", "C", "O", "C", "H", "H", "H", "H", "H", "H", "H", "H", "H", "H", "C", "C", "C", "O", "C", "C", "C", "O", "O", "O", "H", "H", "H", "H", "C", "C", "C", "O", "C", "C", "C", "O", "O", "O", "H", "H", "H", "H", "C", "C", "C", "O", "C", "C", "C", "O", "O", "O", "H", "H", "H", "H", "C", "C", "C", "O", "C", "C", "C", "O", "O", "O", "H", "H", "H", "H"], "xyz": [[-2.70, -5.81, 1.35], [-4.38, -5.33, 1.14], [-4.77, -4.57, 2.40], [-3.83, -3.10, 2.74], [-5.01, -6.21, 0.98], [-4.43, -4.62, 0.32], [-4.73, -5.19, 3.30], [-5.78, -4.21, 2.22], [2.13, 2.88, 5.23], [0.46, 3.53, 5.16], [0.08, 3.61, 3.73], [-1.66, 3.97, 3.66], [0.40, 4.51, 5.65], [-0.18, 2.80, 5.66], [0.28, 2.70, 3.16], [0.53, 4.43, 3.19], [-3.07, -4.73, -5.84], [-2.61, -3.80, -4.39], [-3.82, -3.46, -3.58], [-4.81, -4.92, -3.09], [-2.05, -2.92, -4.72], [-2.11, -4.40, -3.63], [-4.43, -2.87, -4.26], [-3.52, -2.96, -2.66], [1.78, 0.78, -5.42], [0.35, 0.16, -4.69], [-0.55, 1.24, -4.21], [-2.09, 0.47, -3.68], [0.60, -0.42, -3.81], [-0.07, -0.52, -5.44], [-0.87, 2.00, -4.92], [-0.12, 1.87, -3.43], [-5.16, 1.04, 5.43], [-3.92, -0.31, 5.30], [-2.66, 0.35, 4.78], [-1.48, -0.98, 4.46], [-4.39, -1.00, 4.60], [-3.74, -0.84, 6.23], [-2.11, 0.99, 5.47], [-2.84, 0.85, 3.82], [0.67, -5.74, -2.25], [-0.81, -5.87, -1.24], [-1.79, -6.96, -1.76], [-1.03, -8.53, -1.59], [-1.32, -4.95, -0.98], [-0.47, -6.26, -0.28], [-2.05, -6.83, -2.81], [-2.75, -6.93, -1.24], [-5.87, -1.02, -0.51], [-6.76, 0.22, -1.54], [-5.86, 1.38, -1.95], [-5.39, 2.41, -0.59], [-7.67, 0.52, -1.03], [-7.08, -0.40, -2.37], [-6.41, 1.96, -2.70], [-4.98, 0.96, -2.43], [-1.73, 8.34, 1.53], [-1.93, 7.34, 0.60], [-2.34, 6.17, 1.30], [-2.88, 5.19, 0.16], [-1.75, 4.73, -0.58], [-2.11, 3.82, -1.54], [-1.24, 9.20, 1.06], [-0.92, 8.07, 2.20], [-2.62, 8.63, 2.07], [-3.17, 6.27, 2.01], [-1.49, 5.71, 1.80], [-3.50, 5.83, -0.46], [-3.38, 4.33, 0.61], [-1.21, 3.57, -2.11], [-2.89, 4.21, -2.19], [-2.33, 2.83, -1.13], [-0.11, -1.23, -1.05], [0.68, -0.21, -0.75], [0.32, 0.95, 0.08], [0.95, 1.94, 0.35], [-1.08, 0.74, 0.64], [-1.90, -0.31, 0.30], [-1.46, -1.43, -0.59], [-2.12, -2.45, -0.86], [-3.21, -0.38, 0.78], [1.94, -0.17, -1.26], [0.28, -2.01, -1.69], [-1.64, 1.50, 1.17], [-3.51, -1.26, 0.55], [2.55, 0.44, -0.86], [3.45, 4.47, -2.12], [4.49, 4.18, -1.31], [4.49, 4.25, 0.18], [5.44, 4.02, 0.92], [3.14, 4.40, 0.63], [2.07, 4.62, -0.13], [2.09, 4.70, -1.64], [1.20, 4.88, -2.37], [0.89, 4.92, 0.47], [5.68, 3.99, -1.85], [3.64, 4.34, -3.17], [3.04, 4.30, 1.70], [0.21, 4.94, -0.21], [6.25, 3.58, -1.18], [4.43, -5.95, -0.78], [4.27, -5.27, -1.94], [3.55, -3.93, -1.93], [3.31, -3.34, -2.95], [3.16, -3.48, -0.66], [3.42, -4.13, 0.51], [4.24, -5.38, 0.62], [4.59, -6.02, 1.61], [2.95, -3.69, 1.73], [4.50, -5.84, -3.13], [4.85, -6.93, -0.92], [2.53, -2.60, -0.62], [3.43, -4.28, 2.31], [4.22, -5.17, -3.76], [5.11, -0.64, 1.94], [6.12, -1.41, 2.47], [7.54, -1.13, 2.08], [8.48, -1.80, 2.46], [7.73, 0.03, 1.11], [6.67, 0.72, 0.51], [5.25, 0.47, 0.93], [4.26, 1.02, 0.50], [6.84, 1.75, -0.36], [5.93, -2.31, 3.52], [4.08, -0.93, 2.06], [8.72, 0.36, 0.83], [7.60, 1.64, -0.94], [6.77, -2.64, 3.84]], "lowdin_charge": [0.6458, -0.6311, -0.6743, 0.6062, 0.0822, 0.0622, 0.0649, 0.0664, 0.5481, -0.6644, -0.6565, 0.6217, 0.0766, 0.0521, 0.0710, 0.0625, 0.5315, -0.6531, -0.6264, 0.4943, 0.0728, 0.0516, 0.0629, 0.0450, 0.6026, -0.7368, -0.6390, 0.5812, 0.0585, 0.0640, 0.0655, 0.0676, 0.4808, -0.6113, -0.6603, 0.5331, 0.0196, 0.0727, 0.0514, 0.0530, 0.5925, -0.6820, -0.7060, 0.5634, 0.0388, 0.0239, 0.0485, 0.0353, 0.5581, -0.5913, -0.6514, 0.5920, 0.0649, 0.0595, 0.0739, 0.0478, -0.1476, -0.1684, -0.2157, -0.1507, -0.2040, -0.1418, 0.0862, 0.0859, 0.0893, 0.1135, 0.0555, 0.1248, 0.0987, 0.0726, 0.0952, 0.0694, -0.0063, -0.2894, -0.3808, 0.0368, 0.0472, -0.2368, -0.3955, -0.0615, -0.0668, 0.0339, 0.1176, 0.0967, -0.0170, 0.0689, 0.0769, -0.2445, -0.3378, 0.0972, 0.0439, -0.2022, -0.3480, 0.1670, 0.0887, 0.0967, 0.1301, 0.1334, 0.0733, 0.0748, 0.0725, -0.2561, -0.3925, 0.1259, 0.0627, -0.1842, -0.2825, 0.0946, 0.0942, 0.1013, 0.1222, 0.1220, 0.0913, 0.1047, 0.1048, -0.1845, -0.3146, 0.1006, 0.0996, -0.1788, -0.2891, 0.1513, 0.0604, 0.0661, 0.1269, 0.1154, 0.1261, 0.0984]}